111
Properties=species:S:1:pos:R:3:forces:R:3:lowdin_charge:R:1 method="wB97M-V/def2-TZVPD" gap_ev="7.937 / 8.074" s2=2.0241 e_tot_ev=-204140.03975 charge=0 multiplicity=3
V 0.12827 0.68436 -0.15650 0.225 0.286 -0.204 0.1418
C 0.59722 3.67616 -3.75723 0.035 1.148 -1.543 -0.0169
C -0.88133 4.02284 -3.72143 -0.829 -1.066 1.851 -0.5098
C -1.18009 4.94690 -2.51553 1.056 -0.242 0.455 -0.0803
C -1.44573 4.61999 -4.97530 0.274 1.030 0.049 -0.0578
N -1.61906 2.70054 -3.51713 -0.087 0.183 -0.648 0.0132
C -2.22570 2.06542 -4.58873 0.917 0.996 -0.313 -0.0399
C -2.77145 0.96279 -4.11372 -0.506 -1.273 1.051 -0.0499
N -2.56476 0.87859 -2.73674 -0.037 0.291 -0.950 0.0489
B -3.28534 -0.29376 -1.96117 -0.853 1.674 0.635 -0.5751
N -2.54541 -1.58197 -2.10602 0.672 -0.325 0.485 0.0355
C -3.20420 -2.75527 -2.37013 -0.810 -0.979 -0.882 -0.0369
C -2.32216 -3.61090 -2.96206 -1.036 -0.366 0.368 -0.0331
N -1.11314 -2.97711 -2.96209 0.091 0.128 -0.346 -0.0095
C -1.24757 -1.71642 -2.41013 0.766 -1.170 -0.684 -0.5568
S 0.04892 -0.58865 -2.26742 -0.259 -0.347 0.334 0.8031
C 0.07351 -3.62199 -3.56736 1.521 0.343 0.316 -0.4928
C 0.69198 -2.69432 -4.66002 -0.043 -0.477 1.492 -0.0429
C 1.09390 -3.86266 -2.39799 -0.560 -0.738 0.150 -0.0274
C -0.23959 -4.93997 -4.32222 0.087 0.434 -0.025 -0.0580
N -3.72142 0.25907 -0.54490 0.888 0.411 0.666 0.0318
C -4.78402 1.12552 -0.50696 -1.033 -0.109 -0.652 -0.0663
C -4.86154 1.67172 0.72468 0.077 -0.686 -0.975 -0.0499
N -3.81387 1.15016 1.48827 -0.293 0.221 -1.446 0.0118
C -3.08157 0.33036 0.66569 -1.396 0.036 -0.504 -0.6786
S -1.75339 -0.65540 1.00387 1.006 -0.241 0.337 0.6901
C -3.71255 1.56418 2.88577 -1.109 0.866 1.031 -0.5457
C -5.07127 1.14406 3.60352 1.352 0.157 0.183 -0.0164
C -2.66234 0.88689 3.67096 0.137 -1.789 1.460 -0.1218
C -3.46662 3.09909 2.99752 -0.400 0.828 -1.067 -0.0253
C -1.80050 1.94936 -2.41540 -0.848 0.319 -0.181 -0.6399
S -1.30542 2.50859 -0.88820 0.187 -0.892 1.329 0.7451
H 1.17615 4.54760 -4.12460 -0.233 -0.258 0.473 0.1154
H 0.81773 2.89343 -4.47465 -0.112 -0.355 -0.047 0.0982
H 0.94197 3.40893 -2.79016 0.248 -0.208 0.629 0.0105
H -0.96441 5.95825 -2.81713 -0.252 0.548 -0.234 0.0794
H -0.46085 4.74331 -1.70411 -0.315 0.096 -0.443 0.0341
H -2.16985 4.85357 -2.06338 -0.075 0.096 -0.483 0.0745
H -0.94667 5.58863 -5.05055 -0.289 0.101 -0.196 0.0956
H -2.54256 4.75871 -4.94502 0.573 -0.080 -0.009 0.1109
H -1.13474 4.06081 -5.83524 -0.004 -0.209 -0.629 0.0695
H -2.14424 2.47325 -5.58419 -0.237 -0.396 0.234 0.1151
H -3.27681 0.17436 -4.60452 -0.467 -0.436 -0.428 0.1174
H -4.35903 -0.49054 -2.48626 0.133 0.231 -0.171 0.1219
H -4.29214 -2.85156 -2.24394 0.866 0.120 -0.007 0.1337
H -2.44059 -4.61444 -3.41183 -0.062 1.035 0.640 0.1263
H 1.18888 -1.82097 -4.29005 -0.102 0.534 0.453 0.0376
H -0.02100 -2.42403 -5.39500 -0.891 0.312 -0.674 0.0791
H 1.45388 -3.24883 -5.13043 0.929 -0.850 -0.751 0.0667
H 1.30787 -2.91818 -1.88657 -0.108 -0.242 -0.082 0.0309
H 2.02524 -4.25029 -2.79954 0.191 0.013 -0.186 0.0811
H 0.75163 -4.63274 -1.63296 0.021 1.007 -0.994 0.0945
H -0.83193 -4.73386 -5.23131 -0.198 -0.254 0.599 0.0984
H -0.60092 -5.77287 -3.71830 -0.478 0.268 0.053 0.0829
H 0.69702 -5.31887 -4.71420 0.401 0.163 0.031 0.0811
H -5.48805 1.20139 -1.37247 0.921 0.070 1.052 0.1440
H -5.67508 2.28119 1.03926 0.036 0.388 0.690 0.1162
H -5.31887 0.10583 3.33619 -0.013 0.417 -0.038 0.0952
H -5.86740 1.82940 3.37136 -0.472 0.106 -0.163 0.0637
H -4.88994 1.17019 4.69933 -0.210 0.086 -0.667 0.0910
H -2.93136 -0.18700 3.78778 0.399 0.481 -0.198 0.0961
H -2.68671 1.28510 4.70418 0.154 0.011 -0.586 0.1019
H -1.67411 0.94891 3.27381 0.565 0.115 -0.207 -0.0229
H -4.29149 3.70702 2.50918 0.794 -0.721 0.753 0.0955
H -2.52747 3.47772 2.51976 -0.596 -0.801 0.092 0.0649
H -3.34535 3.38033 4.04809 -0.422 -0.099 -0.096 0.0845
I 0.58947 2.54127 2.34943 -0.163 -0.038 -0.599 1.2024
C 2.44247 2.14891 3.21765 -0.514 -1.358 -0.496 -0.5915
C 3.36083 3.13472 3.18727 -0.396 0.401 -0.135 -0.1451
C 4.39069 3.11409 4.12372 0.384 -0.149 0.324 -0.0601
C 4.49221 2.10209 5.02710 -0.557 -0.932 -0.284 -0.0084
C 3.63016 0.96205 4.89322 0.438 0.783 1.168 -0.1828
C 3.61427 -0.04680 5.88665 0.418 -0.340 1.167 -0.0275
C 2.72633 -1.07256 5.78822 0.652 -0.056 0.336 -0.0667
C 1.99570 -1.26248 4.60025 -0.286 -1.250 0.836 -0.1139
C 1.90037 -0.31629 3.66365 0.904 1.287 -2.053 -0.2638
P 1.66060 -0.79476 1.79159 -0.430 -0.298 0.856 1.0923
C 3.36741 -1.18430 1.23400 -0.620 0.312 -0.031 -0.3634
C 4.43710 -1.45432 2.08071 0.993 -0.051 -1.905 -0.0499
C 5.67022 -1.81671 1.48048 0.000 -0.291 0.839 -0.0586
C 5.82953 -1.88481 0.07874 0.928 -0.858 1.385 -0.0799
C 4.76750 -1.53412 -0.70746 -0.719 0.600 0.490 -0.0791
C 3.54465 -1.19077 -0.14626 -0.002 0.120 -0.314 -0.1149
C 0.93646 -2.48988 2.00080 0.319 -0.492 0.327 -0.3741
C 1.38584 -3.61867 1.30264 1.017 0.971 -1.569 -0.0908
C 0.78245 -4.86527 1.42094 0.171 -0.258 0.178 -0.0822
C -0.19798 -5.05161 2.41635 0.699 1.215 -0.857 -0.0740
C -0.63977 -3.93597 3.12348 -0.682 -0.712 1.279 -0.0864
C -0.08638 -2.69174 2.92606 0.008 0.302 -0.853 -0.1962
C 2.62518 0.92577 3.93461 -0.696 0.443 -1.428 -0.2277
H 3.23342 3.95474 2.49564 0.037 0.145 0.117 0.1081
H 5.02039 3.96680 4.15038 0.709 0.518 0.145 0.1027
H 5.19590 2.07643 5.84818 0.122 0.237 -0.088 0.1121
H 4.27612 0.04475 6.78517 -0.564 -0.096 -1.000 0.1327
H 2.68163 -1.85004 6.53371 0.040 -0.014 0.212 0.1049
H 1.56368 -2.24587 4.48393 -0.036 0.032 -0.207 0.1002
H 4.31410 -1.28679 3.12148 0.184 -0.257 0.844 0.0840
H 6.51352 -2.08012 2.16040 -0.667 0.286 -0.725 0.1092
H 6.77554 -2.29500 -0.34572 -0.785 0.742 0.354 0.1166
H 4.85800 -1.34225 -1.73838 0.277 -0.334 -1.250 0.0996
H 2.77107 -0.86900 -0.84928 0.016 -0.051 0.491 0.0763
H 2.22200 -3.46170 0.54565 -1.167 -0.397 1.051 0.1185
H 1.14627 -5.64837 0.71888 -0.463 0.355 0.942 0.1097
H -0.61768 -5.99576 2.63584 -0.365 -0.917 -0.024 0.0850
H -1.40758 -4.05106 3.93750 0.765 0.053 -1.045 0.1247
H -0.47398 -1.83648 3.43064 -0.294 0.364 0.499 0.0788
O 1.81268 3.93060 -0.66509 0.531 -0.474 0.137 -0.5135
Se 2.79031 2.67976 -1.02119 -1.006 -1.151 -0.843 0.8669
O 3.36510 2.73250 -2.55142 -0.288 -0.230 1.426 -0.4561
O 1.54415 1.19593 -1.10558 1.426 1.491 0.451 -0.7356
O 3.75749 2.13116 0.15703 -0.226 0.409 -0.332 -0.4575


104
Properties=species:S:1:pos:R:3:forces:R:3:lowdin_charge:R:1 method="wB97M-V/def2-TZVPD" gap_ev=6.740 e_tot_ev=-74627.85988 charge=+1
Sr -2.59834 0.29262 1.62027 0.743 -0.740 -0.524 1.6633
P 0.55490 -0.45215 -0.84120 2.401 0.072 -0.429 0.1972
F 0.42807 0.83025 -1.79677 0.507 0.040 -0.228 -0.1448
F -0.76956 0.17533 -0.07695 -1.313 -0.668 0.432 -0.2674
F -0.36417 -1.27533 -1.88800 0.197 -0.005 0.816 -0.1348
F 0.64155 -1.68985 0.17951 -1.115 -0.352 -0.045 -0.1387
F 1.95689 -0.94430 -1.48048 -0.933 0.297 -0.637 -0.1418
F 1.43820 0.38414 0.24338 -0.127 0.647 0.043 -0.1548
C -3.91218 -1.41289 -1.26100 0.910 -0.517 -0.968 -0.0676
O -4.15069 -0.57812 -0.12751 -1.466 -0.258 -0.141 -0.3435
C -5.54974 -0.68833 0.20351 -1.021 1.326 0.323 -0.1737
C -5.87695 -0.08382 1.59455 1.320 -1.606 0.545 -0.1851
N -5.12713 1.16036 1.82678 -0.849 -0.820 0.035 -0.1289
C -5.17518 1.58030 3.24418 0.150 -0.715 -0.101 -0.1570
C -4.59986 0.51469 4.23531 1.000 1.842 0.527 -0.1613
O -3.24118 0.04149 3.98537 -1.524 -0.352 -0.347 -0.3591
C -2.56188 -0.23480 5.20704 -0.487 -0.585 0.364 -0.0648
H -2.95633 -1.15583 -1.72289 0.252 -0.102 0.602 0.0907
H -4.59161 -1.31289 -2.11450 -0.588 0.404 0.578 0.1076
H -3.93224 -2.45808 -0.94468 0.151 0.020 -0.077 0.1075
H -5.88130 -1.72240 0.11404 0.066 -0.074 0.259 0.1333
H -6.16039 -0.10573 -0.49614 0.367 -0.110 -0.478 0.1345
H -5.54377 -0.83154 2.32599 0.194 0.110 0.070 0.1116
H -6.93910 0.00559 1.83789 -0.170 0.076 -0.658 0.1393
H -5.60698 1.79655 1.19539 0.505 0.742 0.399 0.1354
H -6.18430 1.71184 3.65382 -0.170 0.103 -0.308 0.1323
H -4.69300 2.55558 3.27843 0.265 -0.142 0.368 0.1071
H -5.34579 -0.25348 4.43218 0.400 -0.473 -0.197 0.1297
H -4.43584 1.06289 5.16729 -0.802 0.130 0.105 0.1254
H -3.21151 -0.77030 5.90646 -0.163 0.057 -0.127 0.1082
H -2.27445 0.69304 5.70535 0.347 -0.016 -0.137 0.1042
H -1.75467 -0.92923 5.00002 0.332 0.438 -0.099 0.0762
C 4.60903 0.03228 -4.31715 -0.966 0.141 -1.314 -0.1035
O 5.02322 1.35672 -4.61988 -0.275 -0.444 0.995 -0.1829
C 4.33032 2.36855 -3.91222 0.552 0.501 -0.214 -0.2282
C 2.98010 2.62336 -4.52316 -2.277 0.803 -2.277 -0.2084
N 2.23382 3.78792 -4.03865 2.777 -0.010 2.231 -0.0590
C 1.93093 3.65708 -2.61723 -3.099 0.762 -0.405 -0.2124
C 1.44884 5.05997 -2.16572 1.163 0.355 -0.360 -0.2089
O 0.51116 5.70287 -3.04189 -0.744 -0.636 0.828 -0.1999
C -0.85531 5.31632 -2.81290 0.966 0.470 -1.299 -0.0945
H 4.30354 -0.13715 -3.28311 0.758 0.023 0.282 0.0762
H 5.37172 -0.60563 -4.75593 0.187 -0.259 0.681 0.0887
H 3.69500 -0.21857 -4.87835 0.003 0.128 -0.066 0.0807
H 5.00165 3.21580 -4.06144 -0.449 0.420 0.076 0.1317
H 4.26038 2.23258 -2.82903 0.179 -0.623 0.011 0.1101
H 2.25381 1.79381 -4.54481 0.719 -0.636 0.516 0.1173
H 3.14040 2.80896 -5.59322 0.242 -0.062 0.094 0.1261
H 1.43274 4.19380 -4.48624 0.082 -0.473 -0.706 0.1050
H 2.63206 3.26361 -1.88537 0.767 0.293 -0.560 0.1158
H 1.09991 2.92920 -2.55964 -0.046 0.080 0.468 0.0872
H 2.32896 5.69510 -2.28109 0.070 0.037 0.119 0.1203
H 1.17719 5.13139 -1.10724 -0.464 -0.213 -0.022 0.1081
H -1.41504 5.71327 -3.66113 0.030 -0.069 -0.089 0.0881
H -1.29911 5.80587 -1.94485 0.223 -0.422 0.493 0.0793
H -0.90313 4.22955 -2.87711 -0.414 -0.113 0.550 0.0688
C -2.78182 2.45248 -0.97880 -0.996 1.321 -0.585 -0.0671
O -2.46592 2.37146 0.41133 -1.030 0.496 -0.466 -0.3831
C -1.80903 3.55536 0.92143 1.082 -2.139 0.266 -0.1405
C -1.80412 3.36358 2.46165 -0.978 1.556 -0.559 -0.1687
N -1.38617 2.06145 2.99667 -0.376 1.570 -0.281 -0.1511
C -0.02229 1.83161 2.57350 1.004 -1.273 0.792 -0.1798
C 0.45747 0.47120 3.14703 -0.003 0.229 -0.003 -0.1684
O -0.38908 -0.53995 2.64521 -0.470 -0.327 0.065 -0.3386
C -0.08599 -1.87879 3.00234 0.407 -0.748 0.022 -0.0736
H -3.55202 1.76464 -1.33334 0.645 -0.995 0.625 0.0906
H -1.90608 2.46922 -1.62339 0.146 -0.291 0.142 0.0906
H -3.37312 3.36116 -1.16526 0.581 0.450 0.201 0.1010
H -2.27979 4.47966 0.59354 -0.206 -0.020 0.184 0.1354
H -0.82028 3.44822 0.46447 0.202 0.809 0.245 0.1275
H -2.84740 3.55877 2.72947 0.017 -0.200 0.296 0.1070
H -1.24364 4.19382 2.90674 0.189 -0.055 -0.094 0.1359
H -1.48254 2.15504 4.00279 0.205 -0.282 0.021 0.1232
H 0.70910 2.58114 2.89626 -0.214 0.221 0.073 0.1449
H -0.09717 1.88894 1.49018 0.816 -0.655 -0.060 0.0909
H 0.36326 0.41795 4.24464 0.084 0.607 -0.034 0.1315
H 1.50291 0.24489 2.91928 -0.106 0.186 -0.322 0.1369
H -0.37213 -2.46823 2.13618 0.047 -0.275 0.146 0.0917
H -0.56223 -2.26577 3.91219 -0.577 0.480 -0.092 0.0839
H 0.96402 -2.08884 3.22635 0.206 0.551 -0.547 0.1069
C 1.27665 -7.50896 -1.22713 -0.370 0.105 -0.941 -0.1272
O 1.88673 -6.28494 -0.91224 0.015 0.010 0.030 -0.1831
C 1.65822 -5.26025 -1.87225 -1.130 -0.482 1.308 -0.2254
C 2.46776 -4.04197 -1.49532 0.203 -0.243 -0.798 -0.2188
N 3.88900 -4.34268 -1.41366 0.478 0.638 -0.693 -0.0405
C 4.66381 -3.17426 -0.97511 0.170 0.303 -0.900 -0.2105
C 4.56142 -2.89683 0.50707 0.842 -0.552 -0.068 -0.2216
O 4.71158 -4.12821 1.18793 -0.105 -0.631 0.034 -0.1734
C 4.96244 -4.00935 2.55334 -0.610 1.005 0.860 -0.1341
H 1.94345 -8.12272 -1.84108 0.111 -0.198 0.247 0.0885
H 0.38285 -7.36646 -1.85244 -0.085 0.136 0.115 0.0786
H 0.93857 -8.04047 -0.34046 0.369 0.053 0.197 0.0825
H 0.59014 -4.99918 -1.79777 -0.048 0.264 -0.005 0.1166
H 1.72253 -5.62235 -2.90428 0.864 0.033 -0.043 0.1226
H 2.18422 -3.61264 -0.53574 -0.447 -0.181 -0.099 0.1047
H 2.23328 -3.33263 -2.30587 0.089 0.398 0.359 0.1151
H 4.19310 -4.49150 -2.37367 0.088 -0.398 0.175 0.1134
H 4.38757 -2.26077 -1.52927 -0.422 0.105 0.269 0.1016
H 5.70136 -3.27445 -1.30543 0.063 -0.596 0.440 0.1193
H 3.61772 -2.37538 0.69905 -0.058 -0.122 0.512 0.1101
H 5.42155 -2.28728 0.80132 -0.241 0.551 -0.064 0.1227
H 4.16132 -3.41024 3.01474 0.029 0.124 0.103 0.0754
H 5.90235 -3.50684 2.81155 0.154 0.069 -0.357 0.0852
H 4.95280 -4.94093 3.11698 0.000 -0.429 -0.709 0.0854


14
Properties=species:S:1:pos:R:3:forces:R:3:lowdin_charge:R:1 method="wB97M-V/def2-TZVPD" smiles=C1COCO1.O gap_ev=10.699 e_tot_ev=-9381.82262 charge=0
C -0.36563 -1.07612 -1.88585 1.270 -0.859 -0.176 -0.1727
C -0.82049 0.36193 -2.04351 -0.162 -0.610 -2.076 -0.2065
O -0.67483 0.96106 -0.79144 0.327 -0.221 0.798 -0.0665
C 0.00000 0.00000 0.00000 1.559 -0.922 1.131 -0.2282
O 0.63950 -0.94019 -0.85230 -1.770 0.131 -0.610 -0.1042
H -1.13691 -1.81696 -1.59993 0.134 0.517 0.107 0.1269
H 0.15334 -1.46052 -2.78494 -0.357 0.225 0.380 0.1219
H -1.84046 0.36062 -2.47376 0.238 0.482 0.606 0.1303
H -0.14339 0.82927 -2.78417 -0.339 0.105 0.355 0.1286
H 0.88566 0.31104 0.58677 -0.853 1.011 -0.121 0.1406
H -0.70248 -0.50307 0.69202 -0.048 0.146 -0.396 0.1327
O 0.03796 -2.39183 -6.31269 0.192 -0.012 1.247 -0.0874
H 0.90422 -2.40801 -5.84624 -0.936 0.007 -0.478 0.0453
H -0.63205 -2.40996 -5.59225 0.746 0.001 -0.766 0.0390